Run one
Here is one molecule with the formula C3H2N4 from the OMol25 dataset. Energies are from ωB97M-V/def2-TZVPD.

Structure (XYZ):
```
9
Properties=species:S:1:pos:R:3
N 3.14023 0.21922 0.29219
N -0.15276 1.50392 -0.00314
N -1.53693 -0.27144 -0.13709
N -1.37733 1.36195 -0.08456
C 1.98882 0.29001 0.18060
C -0.30682 -0.72268 -0.04403
C 0.56956 0.34849 0.04572
H -0.02098 -1.77191 -0.06492
H -2.30379 -0.95756 -0.18478
```

Calculated values
- Frontier orbital gap: 10.32 eV
- LUMO energy: 0.475 eV
- SMILES: N#Cc1c[nH]nn1

Run two
Here is a 2-piece molecular cluster, C3H2N4 overall from the OMol25 dataset. Energies are from ωB97M-V/def2-TZVPD.

Structure (XYZ):
```
9
Properties=species:S:1:pos:R:3
N 0.11720 -0.38571 3.56480
N -0.06628 3.57711 0.21994
N 0.69131 -0.88513 2.75775
N 0.59546 2.65532 0.24751
C 0.49669 -0.76115 0.40104
C 1.30091 1.65792 0.03433
C 0.78752 0.38640 0.28016
H 0.15281 -1.63763 0.71251
H 2.41884 1.98706 -0.10231
```

Calculated values
- Frontier orbital gap: 8.81 eV
- LUMO energy: 0.457 eV

run one comes first in stability; the runner-up is 0.0616 hartree higher.

Run one
Here is C3H12N2O as an isolated structure from the OMol25 dataset. Energies are from ωB97M-V/def2-TZVPD.

Structure (XYZ):
```
18
Properties=species:S:1:pos:R:3
O 2.39437 -1.31358 0.82474
N 1.27345 -2.44252 -0.94968
N -0.04293 0.45233 0.32748
C 1.18842 -1.84648 0.33806
C -1.56262 1.14762 -0.36727
C -1.80759 2.49860 0.25876
H -2.77526 2.92825 -0.03345
H 1.69182 -1.80980 -1.62248
H -1.04741 3.22739 -0.04697
H 3.16520 -1.27803 0.23954
H -0.17061 0.49743 1.32387
H -0.00305 -0.89253 0.14126
H -2.32662 0.40784 -0.12158
H 0.68150 0.63958 -0.34756
H 0.79124 -2.55280 1.07084
H 1.81638 -3.30640 -0.93761
H -1.44719 1.19607 -1.45096
H -1.81911 2.44705 1.35300
```

Calculated values
- Frontier orbital gap: 6.85 eV
- LUMO energy: 0.800 eV

Run two
Here is a 2-piece molecular cluster, C3H12N2O overall from the OMol25 dataset. Energies are from ωB97M-V/def2-TZVPD.

Structure (XYZ):
```
18
Properties=species:S:1:pos:R:3
O 2.18625 3.55496 -0.31228
N 1.17083 -2.70986 -0.13391
N -1.66689 1.33511 -0.38306
C 0.49213 -1.68078 0.60025
C -1.07627 0.35300 0.51338
C -0.66547 -0.98498 -0.12322
H -1.53317 -1.59851 -0.36556
H -2.53300 0.97033 -0.76043
H 0.65854 -3.58656 -0.05100
H -0.22465 -0.66741 -1.06602
H -1.91196 2.17047 0.13660
H 1.60340 3.40119 -1.07776
H -1.79508 0.08563 1.31495
H 1.34711 -2.60877 -1.12080
H 2.93810 3.96039 -0.79034
H 1.23732 -0.92535 0.80131
H -0.31658 0.75411 1.18711
H 0.08939 -1.82297 1.63077
```

Calculated values
- Frontier orbital gap: 9.97 eV
- LUMO energy: 0.966 eV
- SMILES: NCCCN.O

run two comes first in stability; the runner-up is 0.1349 hartree higher.

Run one
Here is a 3-piece molecular cluster, C3H12N2O overall from the OMol25 dataset. Energies are from ωB97M-V/def2-TZVPD.

Structure (XYZ):
```
18
Properties=species:S:1:pos:R:3
O 1.71536 -0.37858 -0.13235
N 1.07430 1.37062 1.28157
N -0.01259 -1.10991 -2.58515
C 1.94805 0.96357 0.20586
C -2.82035 0.26228 1.02475
C -2.31621 -0.94278 0.76892
H 3.01608 1.05870 0.43716
H -3.01836 0.99508 0.25820
H 0.97208 -1.26734 -2.83167
H -3.09896 0.41584 2.05802
H 1.80444 1.57784 -0.68898
H 1.07817 2.32426 1.59648
H 1.31441 0.75442 2.05556
H 0.87074 -0.41434 -0.58206
H -0.47338 -1.44096 -3.43673
H -1.90280 -1.24892 -0.18249
H -0.15043 -1.82047 -1.88544
H -2.28511 -1.68249 1.55658
```

Calculated values
- Frontier orbital gap: 10.21 eV
- LUMO energy: 0.983 eV
- SMILES: C=C.NCO.N

Run two
Here is a 3-piece molecular cluster, C3H12N2O overall from the OMol25 dataset. Energies are from ωB97M-V/def2-TZVPD.

Structure (XYZ):
```
18
Properties=species:S:1:pos:R:3
O 0.79081 -2.02802 -2.24731
N 1.82809 -1.77611 3.25207
N -1.10042 -0.80807 -3.16956
C 0.25926 -0.75540 -2.70837
C -0.30521 2.62414 1.29762
C -1.60825 2.80056 1.30300
H 2.31559 -2.62200 3.49220
H 0.28708 -0.07989 -1.85728
H 0.83946 -1.96372 3.23591
H -2.23570 1.91716 1.20767
H 0.39754 3.43788 1.40048
H 0.23061 1.78981 0.85606
H 2.07004 -1.05219 3.90704
H -2.14493 3.64872 1.71355
H 0.91484 -0.57006 -3.55712
H -1.14871 -1.12077 -4.12789
H 0.42637 -2.19044 -1.37173
H -1.81646 -1.25161 -2.62634
```

Calculated values
- Frontier orbital gap: 10.19 eV
- LUMO energy: 0.713 eV
- SMILES: C=C.NCO.N

Run three
Here is a 2-piece molecular cluster, C3H12N2O overall from the OMol25 dataset. Energies are from ωB97M-V/def2-TZVPD.

Structure (XYZ):
```
18
Properties=species:S:1:pos:R:3
O 3.00888 -3.82788 3.44013
N -0.82102 1.27918 -3.15754
N -1.05047 -0.18126 1.68058
C -0.08511 1.17505 -1.66640
C -0.45524 0.64979 0.68904
C -1.02103 0.45544 -0.71006
H 3.90387 -4.28644 3.53356
H 0.56682 0.43532 0.76245
H -1.91876 -0.59984 1.44101
H -1.96092 0.95587 -0.84423
H -0.47694 1.73841 0.74538
H -1.82006 1.84446 -3.02139
H 0.25312 2.26995 -1.42738
H -0.26288 1.79067 -3.82767
H 3.06275 -3.25885 2.63561
H -0.42465 -0.30538 2.53910
H -1.26132 -0.64125 -0.90665
H 0.76296 0.50674 -1.90555
```

Calculated values
- Frontier orbital gap: 9.31 eV
- LUMO energy: 0.720 eV
- SMILES: NCCCN.O

run one comes first in stability; the runner-up is 0.0099 hartree higher.

Run one
Here is a 3-piece molecular cluster, C3H12N2O overall from the OMol25 dataset. Energies are from ωB97M-V/def2-TZVPD.

Structure (XYZ):
```
18
Properties=species:S:1:pos:R:3
O 0.49037 1.52831 0.93394
N -3.88732 -3.61134 0.15032
N -1.82088 1.65168 0.20485
C 3.66705 -0.43424 -1.26553
C -0.56325 0.92455 0.12332
C 3.25073 0.36783 -0.26395
H 4.58480 -1.01287 -1.35923
H -0.65825 -0.07182 0.58825
H -0.27875 0.99901 -0.91708
H 3.92554 1.05842 0.22106
H -3.28613 -3.65503 0.95841
H 2.18967 0.63348 -0.37796
H 3.00390 -0.51518 -2.10690
H -3.63155 -2.83988 -0.52981
H -0.01843 1.93334 1.63774
H -4.02534 -4.45466 -0.37667
H -1.93068 2.33102 -0.57087
H -1.95700 2.14603 1.08093
```

Calculated values
- Frontier orbital gap: 10.20 eV
- LUMO energy: 0.807 eV
- SMILES: C=C.NCO.N

Run two
Here is a 2-piece molecular cluster, C3H12N2O overall from the OMol25 dataset. Energies are from ωB97M-V/def2-TZVPD.

Structure (XYZ):
```
18
Properties=species:S:1:pos:R:3
O -2.51279 -3.98222 0.62599
N 0.05980 0.82717 -0.12425
N -0.65007 -1.08655 1.13720
C 1.50653 1.70243 -2.00972
C -0.15896 0.36194 1.18861
C 1.12671 1.72773 -0.50341
H -0.93591 0.89145 1.72805
H -0.16127 -1.58538 0.41512
H -3.06557 -4.24213 1.35927
H 0.74256 0.28239 1.80731
H -2.61217 -3.01922 0.51690
H -0.58483 0.47416 -0.80833
H -0.30044 -1.48781 1.99095
H 0.85952 2.76788 -0.29118
H 2.57741 1.58045 -2.11407
H 1.97206 1.33122 0.07428
H 1.17936 2.59236 -2.54431
H 0.95806 0.86413 -2.44840
```

Calculated values
- Frontier orbital gap: 9.48 eV
- LUMO energy: 1.098 eV
- SMILES: CCNCN.O

Run three
Here is a 2-piece molecular cluster, C3H12N2O overall from the OMol25 dataset. Energies are from ωB97M-V/def2-TZVPD.

Structure (XYZ):
```
18
Properties=species:S:1:pos:R:3
O -2.73415 0.98946 -0.63870
N -0.32241 -0.08250 2.19991
N -0.17914 -0.36663 -0.15464
C 1.01614 0.42211 -0.37706
C -0.21095 -1.04300 1.12918
C 1.32659 0.44915 -1.87362
H 0.64800 -1.69889 1.18246
H 0.50748 0.49872 2.18795
H 2.08830 1.16278 -2.14083
H 1.61986 -0.55003 -2.19564
H -0.33136 -0.54576 3.09939
H 0.38983 0.71578 -2.37413
H -0.40048 -0.98249 -0.91040
H 1.87811 -0.07332 0.08727
H 0.89698 1.42948 -0.00653
H -1.81863 0.80532 -0.35380
H -3.31544 0.59633 0.01867
H -1.05872 -1.72650 1.12052
```

Calculated values
- Frontier orbital gap: 10.02 eV
- LUMO energy: 0.914 eV
- SMILES: CCNCN.O

run three comes first in stability; the runner-up is 0.0245 hartree higher.